1.
{"formula": "C27H46Cl2FO10PS2", "method": "wB97M-V/def2-TZVPD", "e_lumo_ev": -0.046, "multiplicity": 1, "total_energy_ha": -3966.72948, "homo_ev": -8.719, "homo_lumo_gap_ha": 0.319, "smiles": "Cc1cccc(C[C@H](OC[PH2]=S)[C@@H](OC[C@H](Cl)[C@@H](C)Cl)S(=O)(=O)F)c1.CCOC(C)=O.CCOC(C)=O.CCOC(C)=O", "species": ["C", "C", "C", "C", "C", "C", "C", "C", "O", "C", "P", "S", "C", "O", "C", "C", "Cl", "C", "C", "Cl", "S", "O", "O", "F", "C", "H", "H", "H", "H", "H", "H", "H", "H", "H", "H", "H", "H", "H", "H", "H", "H", "H", "H", "H", "H", "H", "H", "C", "C", "O", "C", "C", "O", "H", "H", "H", "H", "H", "H", "H", "H", "C", "C", "O", "C", "C", "O", "H", "H", "H", "H", "H", "H", "H", "H", "C", "C", "O", "C", "C", "O", "H", "H", "H", "H", "H", "H", "H", "H"], "coordinates": [[-4.8470, -1.0010, 6.3649], [-3.7385, -1.3414, 5.3948], [-2.9019, -2.4009, 5.7188], [-1.8562, -2.7152, 4.8781], [-1.6570, -1.9871, 3.7309], [-2.4783, -0.9386, 3.3793], [-2.3050, -0.0721, 2.1466], [-2.1099, -0.8675, 0.8207], [-2.5213, -2.2117, 0.8779], [-3.8368, -2.4086, 0.3586], [-4.5791, -3.8225, 1.3085], [-6.5196, -3.6791, 1.2041], [-0.6559, -0.7389, 0.2723], [-0.2593, -1.8302, -0.5028], [0.4997, -2.7431, 0.3132], [0.6131, -4.0744, -0.5023], [-0.7520, -4.1675, -1.6649], [0.6796, -5.3932, 0.3577], [-0.3370, -5.4460, 1.5127], [0.2594, -6.7694, -0.7722], [-0.4842, 0.7478, -0.7823], [-1.6037, 0.9203, -1.6396], [-0.1189, 1.8851, -0.0125], [0.7581, 0.4226, -1.7014], [-3.5245, -0.6344, 4.2353], [-5.7102, -0.5260, 5.8845], [-5.1646, -1.8670, 6.9535], [-4.4829, -0.2647, 7.0995], [-3.0890, -2.9443, 6.6424], [-1.2036, -3.5322, 5.1766], [-0.7995, -2.2590, 3.1165], [-1.4653, 0.6288, 2.2632], [-3.2073, 0.5392, 2.0327], [-2.7450, -0.3649, 0.0737], [-4.4919, -1.5584, 0.5882], [-3.8365, -2.6243, -0.7175], [-4.0647, -3.6924, 2.6175], [-4.0548, -5.0100, 0.7563], [0.0193, -0.5735, 1.1283], [1.4756, -2.2993, 0.5613], [-0.0451, -2.8391, 1.2600], [1.5425, -4.0127, -1.0770], [1.6750, -5.6326, 0.7315], [-1.1660, -4.7359, 1.4048], [-0.7728, -6.4476, 1.5657], [0.1580, -5.2848, 2.4800], [-4.2180, 0.1782, 4.0182], [-2.6426, 2.9353, -3.6366], [-1.6906, 2.5435, -4.7437], [-2.1528, 2.9748, -6.0285], [-1.9290, 4.2137, -6.5084], [-1.4191, 5.2746, -5.5643], [-2.2018, 4.4598, -7.6541], [-2.7431, 4.0188, -3.5569], [-2.2918, 2.5508, -2.6828], [-3.6396, 2.5373, -3.8345], [-0.6751, 2.9004, -4.5595], [-1.6324, 1.4564, -4.8018], [-2.2655, 5.8459, -5.1838], [-0.7615, 5.9384, -6.1236], [-0.8379, 4.8837, -4.7246], [4.4041, 6.6290, -3.3868], [3.3839, 6.6338, -2.2669], [2.0527, 6.4853, -2.7681], [1.4869, 5.2995, -3.0421], [2.3458, 4.0585, -3.0900], [0.3159, 5.2556, -3.3148], [4.4021, 5.6828, -3.9288], [5.4067, 6.7980, -2.9925], [4.1733, 7.4114, -4.1102], [3.5974, 5.8829, -1.5040], [3.4027, 7.5995, -1.7638], [2.6422, 3.8733, -4.1222], [1.7508, 3.2202, -2.7315], [3.2312, 4.1075, -2.4608], [5.4617, -0.0967, 1.1693], [5.2955, -0.9198, 2.4300], [4.2425, -1.8813, 2.2950], [4.4031, -3.0923, 1.7361], [5.6651, -3.3937, 0.9648], [3.5051, -3.8902, 1.8007], [5.7428, -0.7172, 0.3177], [6.2289, 0.6654, 1.3080], [4.5215, 0.3924, 0.9112], [6.2237, -1.4022, 2.7398], [4.9964, -0.2695, 3.2507], [5.4863, -3.2049, -0.0931], [5.9055, -4.4453, 1.1053], [6.5320, -2.8259, 1.2936]], "forces_ev_per_angstrom": [[0.1, 0.6, 0.2], [-0.6, -0.5, 1.0], [-0.2, 0.2, 0.1], [0.0, -0.6, 0.8], [1.2, -0.3, -0.7], [-0.3, 0.7, -0.2], [0.1, -0.5, -0.2], [-0.6, 1.2, -0.7], [0.3, 0.2, -0.2], [0.4, -0.6, 0.8], [-1.1, 0.7, -0.5], [0.1, -0.2, 0.1], [0.5, -0.8, 0.2], [0.4, 0.7, 0.7], [-0.6, -0.4, -0.3], [0.5, 0.0, 0.7], [0.1, 0.2, 0.1], [-1.2, 0.1, -0.3], [0.0, -0.2, 0.3], [0.7, -0.1, 0.4], [-0.5, 1.2, -0.2], [0.0, -1.1, -0.2], [0.6, -0.2, 0.6], [-0.4, -0.3, 0.5], [-0.5, 0.4, -0.1], [0.1, -0.3, 0.0], [0.0, 0.1, -0.3], [0.0, -0.2, -0.2], [0.1, 0.0, -0.2], [0.1, 0.1, -0.3], [-0.2, 0.1, 0.0], [-0.2, -0.1, 0.0], [0.2, -0.1, 0.1], [0.2, -0.1, 0.1], [0.1, -0.2, -0.1], [0.0, 0.1, 0.2], [0.3, -0.1, -0.3], [0.3, 0.2, 0.2], [0.1, 0.2, -0.4], [0.0, -0.3, -0.3], [0.1, -0.5, -0.2], [-0.4, -0.1, -0.2], [0.0, 0.4, -0.3], [0.2, -0.1, -0.1], [0.1, 0.2, 0.0], [-0.1, 0.2, -0.3], [0.2, -0.1, -0.2], [-0.2, 0.4, 0.0], [0.0, 0.0, 0.3], [0.1, -0.3, -0.3], [-0.2, 0.5, 0.1], [0.5, -0.4, 0.0], [0.0, -0.3, 0.0], [0.1, 0.0, 0.0], [-0.1, 0.1, -0.2], [0.1, -0.1, 0.0], [0.0, 0.1, 0.0], [-0.1, 0.0, -0.2], [0.0, 0.0, 0.0], [-0.2, 0.1, -0.1], [-0.6, 0.2, -0.5], [0.0, -0.1, -0.1], [0.3, 0.0, -0.1], [-0.3, 0.3, 0.2], [0.1, -0.3, -0.2], [0.0, -0.1, 0.5], [0.5, 0.2, 0.6], [0.1, 0.0, 0.1], [0.0, 0.0, 0.0], [0.0, 0.1, 0.1], [0.0, -0.1, -0.1], [-0.2, 0.0, 0.0], [0.0, 0.0, 0.0], [-0.1, 0.0, -0.2], [0.1, 0.1, -0.1], [-0.1, -0.1, -0.2], [0.2, 0.2, -0.2], [-0.3, 0.0, 0.3], [0.2, -0.1, -0.3], [0.3, -0.1, 0.4], [-0.2, 0.1, 0.0], [0.1, 0.0, 0.0], [0.0, 0.0, 0.0], [0.0, 0.0, 0.1], [0.0, -0.1, -0.1], [-0.2, -0.1, 0.0], [0.0, 0.0, 0.0], [-0.2, 0.0, -0.1], [-0.1, 0.1, -0.1]], "lowdin_charge": [-0.0492, -0.2733, -0.0536, -0.0782, -0.0571, -0.2114, -0.0488, -0.2960, -0.1969, -0.3563, 0.3526, 0.0849, -0.3034, -0.2044, -0.1745, -0.6091, 0.6546, -0.6717, -0.1303, 0.5479, 0.6978, -0.2480, -0.2471, -0.1367, -0.0072, 0.0797, 0.0768, 0.0865, 0.1149, 0.1096, 0.1039, 0.1276, 0.1229, 0.1340, 0.0910, 0.1082, -0.0157, -0.0166, 0.1444, 0.1309, 0.0933, 0.1045, 0.0851, 0.0587, 0.0583, 0.0839, 0.1261, -0.0602, -0.2277, -0.0004, -0.5264, 0.0025, 0.0917, 0.0747, 0.0404, 0.0879, 0.1070, 0.1221, 0.1013, 0.0936, 0.0201, -0.0645, -0.2330, 0.0121, -0.4946, 0.0260, 0.0829, 0.0673, 0.0819, 0.0853, 0.1139, 0.1233, 0.1012, 0.0815, 0.0699, -0.0623, -0.2297, -0.0015, -0.5254, 0.0169, 0.0929, 0.0682, 0.0837, 0.0819, 0.1155, 0.1239, 0.0989, 0.0941, 0.0707]}


2.
{"formula": "C27H47AsCl3IrN5O3S4Si3", "method": "wB97M-V/def2-TZVPD", "e_lumo_ev": [-0.904, -1.518], "multiplicity": 2, "s_squared": 0.761, "total_energy_ha": -7738.60972, "homo_ev": [-7.325, -7.372], "homo_lumo_gap_ha": [0.236, 0.215], "species": ["Ir", "S", "S", "S", "S", "O", "C", "C", "C", "C", "C", "C", "C", "N", "C", "C", "N", "H", "H", "H", "H", "H", "H", "H", "C", "Si", "C", "C", "As", "Si", "C", "C", "C", "Si", "C", "C", "C", "H", "H", "H", "H", "H", "H", "H", "H", "H", "H", "H", "H", "H", "H", "H", "H", "H", "H", "H", "H", "H", "H", "H", "H", "H", "H", "H", "C", "C", "N", "C", "N", "C", "C", "C", "N", "C", "H", "H", "H", "H", "H", "H", "H", "H", "H", "H", "H", "H", "H", "Cl", "C", "Cl", "Cl", "C", "O", "O"], "coordinates": [[-1.0177, -0.2757, 0.1185], [-2.6370, 0.8108, 1.8573], [-3.3676, 2.5673, 1.3044], [-5.1424, 2.1032, 0.0840], [-5.2933, 0.1804, 0.0068], [0.8567, -0.3913, -1.2175], [1.0186, -0.7779, -2.4298], [2.1747, -0.3311, -3.1265], [2.4881, -0.7735, -4.3831], [1.6498, -1.6709, -5.0394], [0.5000, -2.1015, -4.4131], [0.1474, -1.6747, -3.1274], [-1.0968, -2.1375, -2.5526], [-1.8115, -1.5651, -1.5905], [-2.9680, -2.2762, -1.4673], [-2.9619, -3.3005, -2.3611], [-1.7854, -3.2014, -3.0406], [2.8261, 0.3588, -2.6141], [3.3906, -0.4245, -4.8635], [1.9045, -2.0194, -6.0288], [-0.1545, -2.7752, -4.9501], [-3.7223, -2.0172, -0.7489], [-3.6875, -4.0573, -2.5685], [-1.4281, -3.8812, -3.6894], [3.1888, 2.0210, -0.1671], [3.3077, 0.3674, 0.7993], [3.9059, -1.0762, -0.3083], [4.7673, 0.6560, 2.0249], [1.1504, -0.1538, 1.7418], [0.9071, 1.3691, 3.5990], [-0.4504, 0.7604, 4.7982], [0.3738, 3.0657, 2.8834], [2.4995, 1.7087, 4.6229], [1.5775, -2.2557, 2.8240], [1.7774, -3.6258, 1.5128], [0.3008, -2.6126, 4.1985], [3.2643, -2.2006, 3.7530], [4.1391, 2.2905, -0.6187], [2.8995, 2.8333, 0.4953], [2.4484, 1.9525, -0.9556], [4.5718, -0.7371, -1.0968], [3.0584, -1.5626, -0.7783], [4.4434, -1.8216, 0.2721], [5.6815, 0.8434, 1.4686], [4.9482, -0.2052, 2.6572], [4.6033, 1.5107, 2.6697], [-1.1697, 0.1390, 4.2720], [-0.9970, 1.5948, 5.2284], [-0.0395, 0.1791, 5.6180], [-0.6529, 3.0146, 2.5327], [1.0016, 3.3567, 2.0452], [0.4312, 3.8545, 3.6274], [3.0742, 0.8064, 4.8006], [2.2429, 2.1270, 5.5910], [3.1459, 2.4232, 4.1244], [0.9570, -3.6152, 0.8031], [1.8053, -4.6133, 1.9657], [2.6998, -3.4946, 0.9531], [-0.6862, -2.2713, 3.9113], [0.5683, -2.1225, 5.1297], [0.2301, -3.6767, 4.4005], [4.1009, -2.3150, 3.0718], [3.3221, -3.0089, 4.4750], [3.3980, -1.2726, 4.2997], [-3.7273, 2.1886, -4.3479], [-4.1244, 1.1177, -3.3433], [-3.0834, 1.0075, -2.3534], [-2.2270, 1.9819, -1.9857], [-1.3923, 1.7322, -1.0153], [-0.4804, 2.7726, -0.5856], [-0.0864, 3.6880, -1.7366], [-1.3733, 4.2435, -2.3280], [-2.2546, 3.1522, -2.6829], [-3.3664, 3.4429, -3.5616], [-4.5404, 2.3914, -5.0426], [-2.8506, 1.8555, -4.9052], [-4.2496, 0.1439, -3.8249], [-5.0813, 1.3839, -2.8716], [-3.0162, 0.1572, -1.8127], [0.3933, 2.2738, -0.1588], [-0.9588, 3.3674, 0.2040], [0.4582, 3.1136, -2.4879], [0.5488, 4.4992, -1.3811], [-1.1642, 4.8249, -3.2324], [-1.8591, 4.9063, -1.5981], [-3.0643, 4.2513, -4.2326], [-4.2373, 3.7881, -2.9863], [-3.1973, -3.2852, 3.3699], [-2.4626, -4.1661, 2.0356], [-1.4102, -5.4396, 2.6698], [-3.7230, -4.9067, 1.0426], [-1.5807, -3.2389, 1.1061], [-1.1325, -3.7701, 0.1112], [-1.4381, -2.0777, 1.5348]], "forces_ev_per_angstrom": [[0.5, 0.5, -0.9], [0.8, -1.2, -1.0], [-0.2, -0.2, -0.3], [0.2, -0.3, 0.2], [-0.1, 0.4, 0.1], [-1.2, 0.3, 1.8], [-0.3, -0.6, -1.0], [-0.2, 0.0, 0.2], [-0.1, -0.1, 0.0], [0.0, -0.2, -0.2], [0.1, 0.1, 0.0], [0.6, 0.4, 0.1], [0.2, 0.2, 0.0], [0.0, 0.9, 1.1], [-0.6, -0.6, -0.3], [-0.5, 0.3, 0.4], [0.3, 0.3, 0.3], [0.0, 0.1, 0.1], [0.1, 0.0, -0.1], [-0.1, -0.1, -0.1], [-0.1, 0.0, -0.1], [0.0, 0.0, 0.1], [-0.1, -0.2, 0.0], [0.1, 0.1, 0.0], [-0.3, -0.7, 0.4], [1.2, 0.4, -0.8], [-0.6, 0.3, 0.5], [-1.0, -0.2, 0.0], [-0.7, 0.6, 0.4], [-0.2, 0.9, 0.7], [0.5, -0.1, -0.6], [0.2, -0.8, 0.0], [-0.5, -0.4, -0.6], [0.5, -1.1, 0.7], [-0.3, 0.7, 0.3], [0.2, 0.4, -0.7], [-0.6, 0.4, -0.5], [0.3, -0.1, 0.0], [0.0, 0.1, 0.2], [-0.2, 0.0, -0.2], [0.1, 0.2, -0.1], [-0.1, -0.1, -0.1], [0.1, -0.1, 0.2], [0.0, 0.0, -0.4], [0.0, -0.2, 0.1], [-0.1, 0.2, 0.1], [-0.1, -0.1, 0.0], [0.0, 0.3, 0.0], [0.2, -0.1, 0.1], [-0.1, -0.1, -0.1], [0.1, 0.0, -0.1], [0.1, 0.0, 0.3], [0.1, -0.2, 0.1], [-0.3, 0.1, 0.2], [0.1, 0.1, -0.2], [-0.1, 0.0, -0.2], [0.0, -0.1, 0.3], [0.2, 0.1, 0.0], [-0.2, 0.0, 0.0], [0.2, 0.2, 0.1], [0.1, -0.2, -0.1], [0.2, 0.0, -0.2], [-0.2, -0.3, 0.1], [0.0, 0.2, 0.1], [-0.1, 0.0, 0.2], [-0.2, 0.1, -0.2], [0.1, -0.1, 0.0], [-0.1, -0.6, -0.1], [1.2, -1.7, 1.0], [0.3, 0.1, 0.1], [-0.3, -0.1, 0.2], [0.4, 0.2, 0.1], [0.1, -0.1, 0.2], [-0.3, -0.1, -0.2], [0.0, 0.0, 0.0], [0.0, 0.0, -0.1], [0.0, 0.1, 0.0], [0.1, -0.1, -0.1], [0.0, 0.2, -0.1], [-0.1, 0.2, -0.1], [0.1, -0.1, 0.0], [0.0, 0.0, -0.1], [0.0, 0.0, 0.0], [-0.1, -0.1, 0.1], [0.0, 0.0, -0.1], [0.0, -0.1, 0.1], [0.0, 0.0, -0.1], [-0.2, 0.0, 0.1], [0.2, 0.2, -0.1], [0.1, -0.1, 0.1], [-0.2, 0.0, 0.0], [-0.1, -1.4, -0.4], [0.1, -0.2, -0.2], [0.5, 2.7, -0.5]], "lowdin_charge": [0.9575, 0.0345, -0.0173, -0.0258, 0.0827, -0.2691, -0.3681, -0.0308, -0.0904, -0.1098, -0.0520, -0.0800, -0.2514, -0.0201, -0.1742, -0.0704, 0.1349, 0.0922, 0.1031, 0.0940, 0.1002, 0.0656, 0.1166, 0.1572, -0.2089, 0.4017, -0.2026, -0.1957, 0.8411, 0.3681, -0.2185, -0.2156, -0.2060, 0.3869, -0.1861, -0.2148, -0.2068, 0.0331, 0.0162, -0.0077, 0.0317, 0.0061, 0.0208, 0.0329, 0.0028, 0.0023, -0.0193, 0.0333, 0.0190, -0.0261, 0.0053, 0.0324, -0.0012, 0.0286, 0.0125, 0.0015, 0.0325, 0.0141, -0.0283, 0.0219, 0.0132, 0.0123, 0.0313, -0.0037, -0.1457, -0.1961, 0.0612, -0.3916, -0.0569, -0.2665, -0.1437, -0.1482, -0.0376, -0.1475, 0.1168, 0.1232, 0.1256, 0.0885, 0.0504, 0.0572, 0.0697, 0.1206, 0.1190, 0.1243, 0.1324, 0.1236, 0.1288, 0.6297, -1.4945, 0.6252, 0.6142, -0.8629, -0.0082, -0.2503]}


> Which formula does entry 2 have?

C27H47AsCl3IrN5O3S4Si3